Computed, not measured: a single C17H25BrO2 molecule, with wB97M-V/def2-TZVPD.

Last column: Löwdin charge in e.
Cartesian coordinates (Å):
1 O -1.87 -0.16 3.55  0.09
2 Br -3.29 1.14 -1.40  0.76
3 O -4.34 -0.82 2.44  -0.01
4 C -2.30 0.60 2.67  -0.29
5 C -1.61 -2.60 -1.25  -0.08
6 C -1.56 -2.92 0.10  -0.06
7 C -2.14 -1.38 -1.65  -0.15
8 C -2.14 -2.05 1.02  -0.02
9 C -2.66 -0.53 -0.71  -0.59
10 C -2.71 -0.84 0.66  -0.20
11 C -3.34 0.01 1.74  -0.25
12 C 2.58 0.17 -4.07  -0.12
13 C -1.80 2.03 2.49  -0.11
14 C 2.61 -1.01 -3.08  -0.28
15 C -0.29 2.19 2.48  -0.20
16 C 3.03 -0.64 -1.68  -0.23
17 C 0.38 1.39 1.38  -0.22
18 C 2.00 0.29 -0.96  -0.18
19 C 1.90 1.65 1.34  -0.19
20 C 2.55 0.53 0.49  -0.22
21 H -3.89 -1.57 2.84  0.07
22 H -1.17 -3.29 -2.01  0.12
23 H -1.03 -3.81 0.41  0.11
24 H -2.12 -1.11 -2.71  0.10
25 H -2.08 -2.33 2.07  0.12
26 H -3.90 0.82 1.28  0.11
27 H 1.79 0.87 -3.76  0.06
28 H 3.50 0.72 -4.04  0.06
29 H 2.39 -0.14 -5.13  0.08
30 H -2.23 2.66 3.27  0.13
31 H -2.15 2.42 1.57  0.09
32 H 1.63 -1.47 -3.05  0.09
33 H 3.30 -1.73 -3.53  0.10
34 H 0.06 1.86 3.45  0.11
35 H -0.03 3.23 2.37  0.12
36 H 4.03 -0.26 -1.71  0.10
37 H 3.05 -1.58 -1.09  0.12
38 H -0.05 1.67 0.43  0.11
39 H 0.18 0.32 1.48  0.12
40 H 2.00 1.24 -1.45  0.10
41 H 1.02 -0.12 -0.92  0.09
42 H 2.35 1.60 2.37  0.12
43 H 2.18 2.62 0.89  0.11
44 H 2.51 -0.39 1.04  0.10
45 H 3.63 0.73 0.37  0.10

## Properties
**LUMO**: 0.43 eV
**Structure (SMILES)**: CCCCCCCCCC(=O)[C@H](O)c1ccccc1Br
**HOMO-LUMO gap**: 0.3604 Ha
**E_HOMO**: -9.37 eV


Computed, not measured: a molecular structure, C13H19EuP2, with wB97M-V/def2-TZVPD.

Last column: Löwdin charge in e.
Cartesian coordinates (Å):
1 C -2.56 -2.38 -0.99  -0.38
2 C -2.47 -3.21 -2.08  -0.49
3 C -1.60 -3.04 -3.22  -0.36
4 C -0.93 -1.78 -3.51  -0.49
5 C -0.75 -0.74 -2.66  -0.37
6 Eu -0.22 -2.46 -1.18  1.02
7 P -1.44 -1.78 1.70  0.62
8 H -3.42 -2.57 -0.28  -0.05
9 H -3.11 -4.10 -2.09  0.05
10 H -1.57 -3.86 -3.97  0.05
11 H -0.40 0.20 -3.15  -0.05
12 H -0.51 -1.74 -4.53  0.05
13 H -0.46 -2.04 2.71  -0.19
14 H -2.39 -2.67 2.28  -0.15
15 H -1.96 -0.66 2.39  -0.16
16 C 2.33 1.75 -1.30  -0.30
17 P 1.00 0.65 -0.66  0.88
18 C 2.08 -0.65 0.03  -0.38
19 C 0.68 1.63 0.87  -0.38
20 C 0.96 1.15 2.16  -0.12
21 C 0.62 1.90 3.29  -0.11
22 C 0.03 3.16 3.17  -0.11
23 C -0.21 3.68 1.87  -0.10
24 C 0.13 2.92 0.74  -0.11
25 H 2.85 1.27 -2.15  0.03
26 H 3.08 1.97 -0.53  0.04
27 H 1.92 2.71 -1.65  0.03
28 H 2.93 -0.16 0.54  0.04
29 H 1.56 -1.29 0.77  -0.01
30 H 2.51 -1.29 -0.77  0.03
31 H 1.43 0.18 2.31  0.08
32 H 0.83 1.49 4.29  0.10
33 H -0.23 3.75 4.05  0.09
34 H -0.66 4.67 1.76  0.09
35 H -0.05 3.35 -0.26  0.10

## Properties
**LUMO (alpha / beta)**: 2.67 / 2.54 eV
**Multiplicity**: 8
**Energy relative to the best compared isomer or geometry (same formula, charge and spin)**: 0.447 eV
**HOMO-LUMO gap (alpha / beta)**: 0.1534 / 0.1524 Ha
**Charge**: -1
**E_HOMO (alpha / beta)**: -1.50 / -1.61 eV


Computed, not measured: 5 unconnected molecules or ions with the total composition ClH8O4, with wB97M-V/def2-TZVPD.

Last column: Löwdin charge in e.
Cartesian coordinates (Å):
1 Cl -0.83 1.54 0.48  -0.97
2 O -3.80 -1.71 3.64  -0.06
3 H -3.17 -2.25 4.11  0.02
4 H -3.27 -1.06 3.19  0.04
5 O -1.99 2.69 -4.64  -0.06
6 H -1.29 3.25 -4.98  0.02
7 H -1.71 2.47 -3.75  0.04
8 O 1.11 -3.19 0.75  -0.06
9 H 1.00 -3.38 1.69  0.02
10 H 0.83 -2.28 0.66  0.03
11 O 4.43 1.54 -0.70  -0.06
12 H 5.07 0.99 -0.25  0.02
13 H 3.62 1.40 -0.22  0.03

## Properties
**LUMO**: 3.10 eV
**Energy relative to the best compared isomer or geometry (same formula, charge and spin)**: 1.489 eV
**HOMO-LUMO gap**: 0.2620 Ha
**Charge**: -1
**E_HOMO**: -4.03 eV


Computed, not measured: a molecular structure, C16H11N2SSnTe5, with wB97M-V/def2-TZVPD.

Last column: Löwdin charge in e.
Cartesian coordinates (Å):
1 Sn 0.15 1.66 0.49  0.74
2 C -3.46 -0.07 3.54  -0.02
3 C -2.42 0.66 2.94  -0.11
4 N -1.82 0.27 1.84  0.00
5 C -2.21 -0.88 1.25  -0.16
6 C -3.24 -1.68 1.77  -0.13
7 C -3.87 -1.24 2.95  0.02
8 C -3.60 -2.90 1.12  0.00
9 C -2.97 -3.29 0.00  0.00
10 C -1.91 -2.50 -0.57  -0.13
11 C -1.23 -2.89 -1.73  0.03
12 C -0.23 -2.11 -2.23  -0.01
13 C 0.08 -0.92 -1.57  -0.13
14 N -0.55 -0.52 -0.47  -0.04
15 C -1.54 -1.29 0.04  -0.14
16 H -3.93 0.30 4.44  0.12
17 H -2.08 1.58 3.38  0.11
18 H -4.67 -1.83 3.38  0.13
19 H -4.40 -3.50 1.54  0.13
20 H -3.23 -4.22 -0.50  0.12
21 H -1.50 -3.82 -2.21  0.13
22 H 0.32 -2.38 -3.12  0.12
23 H 0.86 -0.27 -1.95  0.07
24 Te 0.78 4.26 2.05  -0.07
25 Te 0.28 6.21 3.95  0.09
26 Te 2.53 7.51 3.08  0.07
27 Te 3.23 5.37 1.45  0.05
28 Te 2.47 2.61 -0.76  0.69
29 C 3.69 1.41 -1.95  -1.03
30 C 4.55 1.87 -2.91  -0.24
31 C 5.26 0.81 -3.55  -0.18
32 C 4.93 -0.41 -3.06  -0.40
33 S 3.77 -0.30 -1.81  0.92
34 H 4.67 2.91 -3.15  0.10
35 H 5.98 0.97 -4.33  0.11
36 H 5.31 -1.38 -3.36  0.07

## Properties
**LUMO**: -4.29 eV
**HOMO-LUMO gap**: 0.1845 Ha
**Charge**: +1
**E_HOMO**: -9.31 eV


Computed, not measured: a single C7H10BrNO molecule, with wB97M-V/def2-TZVPD.

Last column: Löwdin charge in e.
Cartesian coordinates (Å):
1 C 1.54 -2.60 0.20  0.07
2 C -2.03 0.66 2.05  -0.01
3 C 1.16 -1.35 0.59  -0.10
4 C -1.71 0.67 0.73  -0.73
5 C 0.13 -0.69 -0.22  -0.36
6 C 0.96 1.76 -1.61  -0.08
7 C -0.27 0.73 0.17  -0.33
8 N -0.35 -1.39 -1.16  0.18
9 O -0.22 1.73 -0.86  -0.17
10 Br -3.04 0.58 -0.51  0.86
11 H 2.25 -3.02 0.84  0.04
12 H 0.95 -3.05 -0.53  0.04
13 H -3.04 0.85 2.36  0.06
14 H -1.28 0.56 2.76  0.04
15 H 1.66 -0.75 1.30  0.08
16 H 1.63 0.90 -1.35  0.11
17 H 1.43 2.64 -1.35  0.07
18 H 0.66 1.65 -2.64  0.10
19 H 0.42 0.97 0.98  0.14
20 H -0.86 -0.86 -1.75  -0.01

## Properties
**LUMO**: 0.13 eV
**Energy relative to the best compared isomer or geometry (same formula, charge and spin)**: 1.480 eV
**Structure (SMILES)**: [H]/N=C(/C=C)[C@@H](OC)C(=C)Br
**HOMO-LUMO gap**: 0.3429 Ha
**E_HOMO**: -9.20 eV


Computed, not measured: a molecular structure, C5H9NO, with wB97M-V/def2-TZVPD.

Last column: Löwdin charge in e.
Cartesian coordinates (Å):
1 C -1.53 0.07 1.55  -0.08
2 C -1.19 -0.17 0.10  -0.22
3 N -0.98 0.87 -0.74  -0.07
4 C 0.19 0.44 -1.28  -0.14
5 C 1.48 0.31 -0.51  -0.18
6 C 1.89 -1.14 -0.31  -0.27
7 O 2.75 -1.71 -0.93  0.04
8 H -0.69 0.43 2.15  0.07
9 H -2.31 0.85 1.59  0.08
10 H -1.94 -0.84 2.01  0.07
11 H -1.38 -1.14 -0.34  0.10
12 H -1.51 1.74 -0.86  0.15
13 H 0.27 0.37 -2.37  0.11
14 H 1.33 0.77 0.48  0.11
15 H 2.31 0.82 -1.03  0.11
16 H 1.30 -1.66 0.47  0.12

## Properties
**LUMO**: 0.75 eV
**Energy relative to the best compared isomer or geometry (same formula, charge and spin)**: 4.266 eV
**HOMO-LUMO gap**: 0.3134 Ha
**E_HOMO**: -7.78 eV


Computed, not measured: a single C3H4N2O2 molecule, with wB97M-V/def2-TZVPD.

Last column: Löwdin charge in e.
Cartesian coordinates (Å):
1 O -2.16 1.29 -0.81  0.04
2 C -1.40 1.02 0.09  -0.39
3 N -0.02 1.27 0.06  0.16
4 C 0.83 0.34 0.02  -0.40
5 O 2.15 0.57 0.09  0.08
6 C 0.49 -1.12 -0.12  -0.10
7 N -0.75 -1.37 -0.17  0.15
8 H -1.74 0.68 1.09  0.13
9 H 2.28 1.53 0.17  0.13
10 H 1.30 -1.85 -0.15  0.12
11 H -0.99 -2.35 -0.26  0.08

## Properties
**LUMO**: -0.10 eV
**Energy relative to the best compared isomer or geometry (same formula, charge and spin)**: 2.236 eV
**Structure (SMILES)**: [H]/N=C/C(O)=N\C=O
**HOMO-LUMO gap**: 0.3536 Ha
**E_HOMO**: -9.73 eV


Taking the records one at a time from the top gives E_tot values of -92171.913; -51688.919; -20844.414; -72877.633; -80997.910; -8864.946; -10250.029 eV.